Record 1
DFT (ωB97M-V/def2-TZVPD) results for C5H10O in the gas phase in a non-equilibrium geometry.

The geometry in XYZ format:
```
16
Properties=species:S:1:pos:R:3
C -1.86 -0.74 0.31
C -0.55 -0.59 -0.49
C 0.46 0.35 0.12
C 0.42 1.70 -0.63
C 1.72 -0.51 0.95
O 2.19 -0.78 -0.24
H -2.52 0.14 0.24
H -1.64 -0.93 1.36
H -2.42 -1.59 -0.09
H -0.81 -0.32 -1.53
H -0.03 -1.54 -0.53
H -0.34 1.76 -1.44
H 0.35 2.64 -0.07
H 1.38 1.69 -1.13
H 1.26 -1.35 1.51
H 2.40 0.04 1.64
```

Results
Relative energy (zero: lowest compared OMol25 entry of this formula, charge and spin) in kJ/mol: 382.90
Total energy in eV: -7390.7969
Frontier orbital gap (alpha / beta) in eV: 8.92 / 8.92

***

Record 2
DFT (ωB97M-V/def2-TZVPD) results for 2 unconnected molecules or ions with the total composition C5H10O.

The geometry in XYZ format:
```
16
Properties=species:S:1:pos:R:3
C -1.58 -0.50 0.45
C -0.91 0.50 -0.49
C 0.09 1.49 0.06
C 0.53 0.39 -0.88
C 1.42 -0.78 -0.60
O 1.08 -1.93 -0.72
H -1.72 -1.46 -0.05
H -0.98 -0.67 1.35
H -2.55 -0.11 0.77
H -1.57 0.86 -1.28
H 0.09 2.50 -0.34
H 0.32 1.43 1.12
H 0.78 0.74 -1.88
H 2.47 -0.51 -0.34
H 1.29 -0.65 1.66
H 1.19 -1.33 1.38
```

Results
Relative energy (zero: lowest compared OMol25 entry of this formula, charge and spin) in kJ/mol: 253.50
Total energy in eV: -7392.1380
Frontier orbital gap in eV: 10.79
SMILES: C[C@H]1C[C@H]1C=O.[H][H]